Here is C9H16Si in the gas phase in a non-equilibrium geometry from the OMol25 dataset. Energies are from ωB97M-V with the def2-TZVPD basis set.

Results
HOMO = -8.13 eV
SMILES = CC1=CCC(C)=C1[SiH](C)C

Last column: natural (NBO) charge in e.
CARTESIAN COORDINATES (ANGSTROEM)
C (-1.347, -2.347, 0.161)  -0.653
C (-1.447, -0.911, -0.138)  0.003
C (-2.553, -0.209, -0.383)  -0.225
C (-2.153, 1.222, -0.568)  -0.478
C (-0.644, 1.306, -0.114)  0.070
C (-0.012, 2.623, 0.166)  -0.656
C (-0.214, 0.047, 0.011)  -0.474
Si (1.480, -0.817, -0.022)  1.374
C (2.382, 0.599, -1.023)  -1.076
C (1.948, -1.431, 1.640)  -1.127
H (-2.327, -2.837, 0.179)  0.223
H (-0.899, -2.433, 1.104)  0.211
H (-0.831, -2.904, -0.705)  0.224
H (-3.483, -0.606, -0.628)  0.207
H (-2.496, 1.788, -1.498)  0.239
H (-2.804, 1.744, 0.209)  0.222
H (-0.429, 3.352, 0.925)  0.229
H (-0.050, 3.236, -0.731)  0.217
H (1.008, 2.448, 0.336)  0.220
H (1.408, -1.908, -0.966)  -0.187
H (1.644, 0.919, -1.719)  0.234
H (2.664, 1.535, -0.580)  0.229
H (3.318, 0.402, -1.584)  0.231
H (2.171, -0.691, 2.431)  0.257
H (1.023, -1.879, 2.005)  0.243
H (2.643, -2.251, 1.492)  0.243



Here is a gas-phase ion, C9H17ClNO (charge +1) in a non-equilibrium geometry from the OMol25 dataset. Energies are from ωB97M-V with the def2-TZVPD basis set.

Results
HOMO (alpha / beta) = -11.29 / -11.33 eV
Net charge = +1

Last column: natural (NBO) charge in e.
CARTESIAN COORDINATES (ANGSTROEM)
C (-0.338, -1.838, -0.821)  -0.401
C (1.149, -1.529, -0.648)  -0.402
C (-1.125, -0.640, -1.352)  -0.492
C (0.670, 0.254, 1.331)  -0.222
C (1.655, -0.509, 0.411)  -0.272
C (2.585, 0.503, -0.266)  -0.357
C (-1.100, 0.507, -0.397)  0.343
C (-1.533, 1.084, 1.941)  -0.416
C (-1.533, 2.344, -1.774)  -0.075
N (-0.789, 0.217, 1.002)  -0.371
O (-1.258, 1.763, -0.667)  -0.335
Cl (1.679, 1.648, -1.304)  -0.070
H (-0.402, -2.633, -1.565)  0.252
H (-0.785, -2.252, 0.087)  0.182
H (1.655, -2.476, -0.456)  0.235
H (1.495, -1.182, -1.622)  0.222
H (-0.672, -0.312, -2.294)  0.242
H (-2.155, -0.943, -1.579)  0.239
H (0.765, -0.122, 2.352)  0.226
H (0.954, 1.308, 1.322)  0.234
H (2.307, -1.068, 1.091)  0.243
H (3.308, -0.002, -0.906)  0.237
H (-2.602, 0.997, 1.757)  0.242
H (-1.323, 0.795, 2.969)  0.233
H (-1.234, 2.120, 1.795)  0.241
H (-1.672, 1.817, -2.701)  0.178
H (3.125, 1.103, 0.469)  0.226
H (-1.613, 3.413, -1.724)  0.194
H (-1.098, -0.753, 1.143)  0.444



Here is a gas-phase ion, C9H17INS (charge +1) in a non-equilibrium geometry from the OMol25 dataset. Energies are from ωB97M-V with the def2-TZVPD basis set.

Results
HOMO = -12.43 eV
SMILES = CCC1=C(C)[N+](C)(C)[C@H](CI)S1
Net charge = +1

Last column: natural (NBO) charge in e.
CARTESIAN COORDINATES (ANGSTROEM)
C (1.561, -0.560, 3.321)  -0.597
C (0.370, 0.193, 2.611)  -0.455
C (0.011, -0.222, 1.259)  -0.107
C (0.386, 0.328, 0.056)  0.093
C (1.083, 1.629, -0.234)  -0.678
N (-0.066, -0.524, -1.076)  -0.264
C (-1.359, 0.023, -1.566)  -0.436
C (0.887, -0.597, -2.230)  -0.390
C (-0.316, -1.891, -0.645)  -0.142
C (-1.320, -2.617, -1.512)  -0.541
I (-1.103, -4.728, -1.048)  0.166
S (-0.695, -1.818, 1.220)  0.342
H (1.284, -1.374, 3.955)  0.227
H (2.002, 0.206, 4.012)  0.238
H (2.198, -0.951, 2.524)  0.213
H (0.563, 1.380, 2.577)  0.222
H (-0.452, 0.089, 3.240)  0.240
H (1.462, 2.029, 0.816)  0.267
H (0.503, 2.445, -0.600)  0.239
H (1.956, 1.539, -0.932)  0.240
H (-1.491, -0.318, -2.615)  0.232
H (-2.265, -0.271, -0.967)  0.251
H (-1.330, 1.152, -1.470)  0.249
H (0.646, -1.384, -2.905)  0.234
H (0.879, 0.325, -2.745)  0.235
H (1.819, -0.768, -1.809)  0.230
H (0.663, -2.348, -0.764)  0.229
H (-1.176, -2.609, -2.529)  0.231
H (-2.258, -2.285, -1.189)  0.231



Here is C9H17N2P in the gas phase in a non-equilibrium geometry from the OMol25 dataset. Energies are from ωB97M-V with the def2-TZVPD basis set.

Results
HOMO = -8.43 eV
SMILES = CC(C)(C)[C@@](C)(P)c1ncc[nH]1

Last column: natural (NBO) charge in e.
CARTESIAN COORDINATES (ANGSTROEM)
C (1.869, -0.874, 0.907)  -0.607
C (0.992, -0.777, -0.287)  -0.111
C (1.627, 0.296, -1.207)  -0.618
C (1.127, -2.122, -0.987)  -0.634
C (-0.482, -0.434, 0.103)  -0.240
C (-1.547, -0.743, -0.976)  -0.624
P (-1.035, -1.680, 1.518)  0.298
C (-0.774, 0.931, 0.535)  0.335
N (-0.375, 1.484, 1.641)  -0.466
C (-0.745, 2.857, 1.604)  -0.119
C (-1.372, 3.111, 0.438)  -0.094
N (-1.340, 1.955, -0.265)  -0.536
H (1.297, -1.461, 1.755)  0.216
H (2.826, -1.399, 0.740)  0.220
H (2.093, 0.222, 1.329)  0.228
H (1.902, -0.286, -2.137)  0.216
H (1.030, 1.167, -1.415)  0.220
H (2.531, 0.844, -0.695)  0.222
H (0.717, -2.255, -2.073)  0.209
H (2.197, -2.298, -1.217)  0.223
H (0.691, -3.054, -0.451)  0.232
H (-1.306, -1.686, -1.294)  0.216
H (-1.419, -0.124, -1.921)  0.197
H (-2.600, -0.635, -0.530)  0.226
H (-2.414, -1.989, 1.161)  -0.023
H (-1.268, -0.715, 2.337)  -0.021
H (-0.513, 3.667, 2.311)  0.213
H (-1.809, 4.126, 0.079)  0.226
H (-1.900, 1.873, -1.001)  0.397



Here is a molecular structure, C9H17N3O4S in a non-equilibrium geometry from the OMol25 dataset. Energies are from ωB97M-V with the def2-TZVPD basis set.

Results
HOMO = -8.65 eV

Last column: natural (NBO) charge in e.
CARTESIAN COORDINATES (ANGSTROEM)
C (-1.717, 0.184, 1.520)  -0.116
C (-0.359, 0.722, 1.735)  0.636
C (-2.301, 0.973, 0.226)  -0.513
C (-3.196, 0.219, -0.620)  0.639
C (0.950, -1.000, 0.396)  -0.166
C (2.476, -1.077, 0.369)  0.812
C (0.499, -0.792, -0.931)  -0.461
C (1.100, 0.476, -1.594)  -0.588
C (3.700, -0.341, -2.520)  -0.835
H (-2.446, 1.617, 3.231)  0.399
H (-2.392, 0.106, 3.668)  0.367
H (-1.808, -0.864, 1.329)  0.225
H (-1.511, 1.248, -0.428)  0.243
H (-2.927, 1.798, 0.755)  0.268
H (-4.298, -0.099, 1.202)  0.438
H (-5.316, -0.574, -0.435)  0.389
H (1.509, 1.087, 1.110)  0.464
H (0.633, -1.954, 0.797)  0.258
H (0.957, -1.396, -1.673)  0.241
H (-0.516, -0.951, -1.177)  0.253
H (0.720, 0.445, -2.764)  0.235
H (0.530, 1.436, -1.324)  0.239
H (4.973, -0.306, -1.895)  0.233
H (3.020, -1.251, -2.030)  0.277
H (3.846, -0.357, -3.812)  0.241
H (4.095, -0.558, 1.164)  0.503
N (-2.601, 0.591, 2.820)  -0.891
N (-4.055, -0.491, 0.191)  -0.843
N (0.659, 0.286, 1.023)  -0.636
O (-0.212, 1.664, 2.518)  -0.632
O (-3.169, 0.248, -1.934)  -0.615
O (3.123, -1.885, -0.351)  -0.614
O (3.209, -0.258, 1.226)  -0.681
S (2.825, 1.054, -1.791)  0.230



Here is a gas-phase ion, C9H17N4O2 (charge +1) in a non-equilibrium geometry from the OMol25 dataset. Energies are from ωB97M-V with the def2-TZVPD basis set.

Results
HOMO = -14.20 eV
SMILES = CC(C)(O)[C@@]1([NH+]2CCOCC2)C=NN=N1
Net charge = +1

Last column: natural (NBO) charge in e.
CARTESIAN COORDINATES (ANGSTROEM)
C (1.664, -0.803, -2.581)  -0.664
C (1.082, 0.094, -1.515)  0.336
C (2.181, 0.790, -0.695)  -0.669
O (0.046, 0.941, -2.052)  -0.762
C (0.142, -0.736, -0.414)  0.144
N (-0.336, 0.065, 0.704)  -0.360
C (-0.601, -0.706, 1.923)  -0.263
C (-1.030, 0.248, 3.027)  -0.114
O (-2.073, 1.078, 2.642)  -0.495
C (-1.698, 1.876, 1.536)  -0.094
C (-1.466, 0.893, 0.349)  -0.287
C (-1.022, -1.455, -1.216)  0.067
N (-0.631, -2.684, -1.307)  -0.265
N (0.583, -2.886, -0.697)  0.060
N (1.007, -1.897, -0.082)  -0.162
H (1.836, -0.171, -3.381)  0.228
H (1.155, -1.665, -2.883)  0.244
H (2.655, -1.199, -2.335)  0.250
H (2.750, 0.075, -0.075)  0.252
H (2.894, 1.298, -1.321)  0.255
H (1.823, 1.536, -0.117)  0.199
H (0.316, 1.246, -2.991)  0.508
H (0.378, 0.661, 0.970)  0.435
H (0.339, -1.229, 2.233)  0.258
H (-1.260, -1.475, 1.716)  0.235
H (-1.308, -0.276, 4.062)  0.252
H (-0.260, 0.896, 3.415)  0.192
H (-0.847, 2.562, 1.703)  0.186
H (-2.579, 2.454, 1.367)  0.237
H (-2.347, 0.287, 0.250)  0.231
H (-1.312, 1.340, -0.676)  0.294
H (-2.083, -1.159, -1.559)  0.272



The following ΔE to the lowest compared entry with this formula, charge and spin values (in kcal per mole) correspond, in order, to the records above: 9.7 52.9 0.0 23.9 200.3 75.6.